# C11H29BaN3O4PS

C11H29BaN3O4PS as an isolated structure (wB97M-V/def2-TZVPD, OMol25).

Net charge: +1
LUMO level (eV): -5.680
Energy (eV): -45344.1347
Spin multiplicity: 1
HOMO-LUMO gap (eV): 2.751

Atoms and positions in Å:
C (3.6079, -1.6126, 1.7676)
C (4.1795, -0.2259, 1.5374)
O (3.2663, 0.6915, 0.9105)
C (2.9634, 0.2917, -0.4592)
C (2.5158, 1.4809, -1.2986)
C (1.8370, 0.9882, -2.5891)
C (0.4181, 0.3138, -2.4380)
C (-0.3453, 0.7501, -1.2005)
C (-1.5439, -0.0996, -0.7478)
C (-2.4510, 0.7424, 0.1800)
C (-1.8106, 1.3049, 1.4419)
N (-2.8536, 1.9463, 2.2427)
N (-1.1239, 0.2538, 2.2433)
N (-0.8589, 2.4056, 1.1443)
O (-2.3835, -0.4496, -1.8170)
P (-3.2854, -1.9476, -1.4667)
S (-4.3964, -3.8651, -1.0806)
O (-2.2595, -2.1548, 0.0118)
C (-1.1018, -1.4920, -0.2907)
O (-0.0819, -1.6089, 0.7080)
H (3.4730, -2.1628, 0.8419)
H (4.3205, -2.1831, 2.3641)
H (2.6664, -1.5907, 2.3224)
H (5.0896, -0.2800, 0.9406)
H (4.4695, 0.2129, 2.5008)
H (2.2007, -0.4817, -0.4239)
H (3.8559, -0.1455, -0.9092)
H (3.3767, 2.1080, -1.5287)
H (1.8418, 2.0993, -0.7047)
H (1.8201, 1.7910, -3.3214)
H (2.5057, 0.2363, -3.0129)
H (-0.1918, 0.5918, -3.2926)
H (0.5260, -0.7648, -2.5022)
H (0.3258, 0.7346, -0.3448)
H (-0.7141, 1.7655, -1.3628)
H (-2.7516, 1.6148, -0.4015)
H (-3.3603, 0.2017, 0.4248)
H (-2.4757, 2.1924, 3.1546)
H (-3.5654, 1.2474, 2.4422)
H (-0.1639, 0.4445, 2.4103)
H (-1.6108, 0.0177, 3.0965)
H (-0.0404, 2.0635, 0.6509)
H (-1.3175, 3.1121, 0.5852)
H (-4.2569, -1.2543, -0.6750)
H (-4.0986, -1.7375, -2.6233)
H (-2.3579, -2.7252, -2.2195)
H (-4.6134, -3.8314, 0.2386)
H (-0.6689, -1.9786, -1.1756)
H (0.1947, -0.7222, 0.9359)
Ba (1.2283, 1.7113, 2.7903)